(1)
Computed, not measured: a molecular structure, C4H6CuLiO2 in a non-equilibrium geometry, with wB97M-V/def2-TZVPD.

The geometry in XYZ format:
```
14
C4H6CuLiO2 (wB97M-V/def2-TZVPD)
O 0.332 -2.045 -0.672
C 0.051 -1.655 0.523
C 0.928 -0.582 1.049
Li -1.606 -1.590 -0.879
Cu 1.285 -0.638 -1.809
H 1.967 -0.635 0.665
H 0.977 -0.550 2.146
C -0.286 0.941 -0.877
C 0.203 0.915 0.534
O -1.621 0.347 -0.996
H -0.368 1.963 -1.278
H 0.965 1.693 0.691
H -0.607 1.068 1.272
H -2.220 0.767 -0.368
```

Properties
Lowest unoccupied orbital energy: -0.13 eV
Energy above the lowest of the compared OMol25 structures with the same formula, charge and spin: 0.0 kJ/mol
Total charge: 0

Mulliken atomic charge list, values in e, 5 entries: O -0.523; C -0.432; C -0.384; Li 0.747; Cu 0.313

(2)
Computed, not measured: 2 unconnected molecules or ions with the total composition C12H19NO in a non-equilibrium geometry, with wB97M-V/def2-TZVPD.

The geometry in XYZ format:
```
33
C12H19NO (wB97M-V/def2-TZVPD)
C -0.150 0.084 2.654
C 1.125 -3.241 1.246
C 0.245 -2.244 1.739
C 2.462 -2.901 1.092
C 0.638 -0.952 1.948
C 2.828 -1.544 1.133
C 1.943 -0.580 1.582
H 0.711 -4.238 1.278
H -0.824 -2.487 1.850
H 3.330 -3.392 0.661
H 3.832 -1.182 0.882
H -1.245 -0.006 2.690
H -0.088 1.009 2.095
H 2.356 0.461 1.601
H 0.193 0.363 3.673
C -0.633 0.203 -1.756
C 0.834 -0.108 -2.172
C -0.068 2.297 -0.683
C -3.448 1.340 -1.217
C -2.222 2.223 -1.573
O -2.348 3.399 -1.628
N -0.806 1.666 -1.698
H -1.298 -0.152 -2.601
H -0.942 -0.301 -0.833
H 1.231 0.425 -3.044
H 0.696 -1.208 -2.441
H 0.222 1.779 0.244
H -3.407 0.555 -1.971
H 1.818 0.072 -1.652
H 0.922 2.515 -1.262
H -0.410 3.290 -0.339
H -3.191 0.825 -0.290
H -4.306 2.028 -1.208
```

Properties
Lowest unoccupied orbital energy (spin up / spin down): -3.24 / -8.10 eV
Spin multiplicity: 2
⟨S²⟩: 0.76
Energy above the lowest of the compared OMol25 structures with the same formula, charge and spin: 147.6 kJ/mol
Total charge: +1

Mulliken atomic charge list, values in e, 5 entries: C -1.359; C -0.620; C -0.108; C -0.521; C 0.582

(3)
Computed, not measured: 11 unconnected molecules or ions with the total composition C21H66N2O11 in a non-equilibrium geometry, with wB97M-V/def2-TZVPD.

The geometry in XYZ format:
```
100
C21H66N2O11 (wB97M-V/def2-TZVPD)
C 1.417 0.320 0.574
C 0.181 0.700 -0.337
O 0.677 1.177 -1.574
H 0.972 -0.018 1.510
H 2.108 1.136 0.783
H 2.051 -0.476 0.183
H -0.419 1.463 0.158
H -0.445 -0.179 -0.490
H -0.015 1.212 -2.239
C 4.862 -3.763 -1.022
C 4.704 -2.222 -0.679
O 4.286 -1.614 -1.946
H 3.921 -4.111 -1.448
H 5.059 -4.345 -0.121
H 5.547 -4.007 -1.833
H 5.662 -1.875 -0.291
H 3.847 -2.072 -0.023
H 4.013 -0.717 -1.738
C 1.348 -2.252 3.739
C 1.117 -3.282 4.854
O 1.271 -4.621 4.392
H 1.234 -1.246 4.143
H 0.637 -2.485 2.946
H 2.321 -2.365 3.261
H 0.145 -3.076 5.301
H 1.829 -3.176 5.673
H 0.884 -5.221 5.033
C 0.764 -2.303 -3.596
C 1.185 -3.617 -3.082
O 2.185 -4.089 -3.854
H 1.655 -1.675 -3.590
H 0.049 -1.783 -2.959
H 0.393 -2.378 -4.619
H 0.367 -4.335 -3.021
H 1.703 -3.499 -2.130
H 2.518 -4.859 -3.387
C -2.943 3.686 -0.600
C -4.082 2.776 -1.083
C -5.481 2.987 -0.441
O -5.369 2.803 1.008
C -6.522 2.720 1.734
N -3.952 2.937 -2.536
H -3.125 4.731 -0.851
H -1.932 3.463 -0.939
H -2.829 3.856 0.470
H -3.724 1.801 -0.752
H -6.182 2.276 -0.878
H -5.966 3.949 -0.608
H -7.098 3.643 1.666
H -6.287 2.479 2.771
H -7.117 1.923 1.288
H -3.960 3.945 -2.597
H -4.851 2.729 -2.946
C -1.831 -2.928 -1.269
C -2.988 -3.089 -0.208
C -3.144 -1.806 0.617
O -2.003 -1.641 1.497
C -2.056 -0.520 2.311
N -4.195 -3.497 -0.886
H -0.971 -2.661 -0.656
H -2.022 -2.181 -2.040
H -1.575 -3.814 -1.850
H -2.649 -3.915 0.418
H -4.094 -1.834 1.149
H -3.204 -0.958 -0.065
H -2.219 0.322 1.638
H -1.051 -0.369 2.704
H -2.832 -0.589 3.073
H -4.071 -4.442 -1.219
H -4.764 -3.633 -0.063
C 0.962 1.970 4.306
O 0.171 2.302 3.167
H 1.611 2.786 4.621
H 0.307 1.758 5.151
H 1.605 1.103 4.157
H 0.706 2.828 2.569
C 0.948 4.084 0.701
O 1.951 3.743 1.629
H 1.041 3.453 -0.183
H -0.028 3.910 1.153
H 0.964 5.146 0.456
H 2.817 3.933 1.260
C 4.015 1.189 -3.016
O 3.533 1.070 -1.709
H 3.356 0.682 -3.721
H 4.153 2.236 -3.287
H 4.949 0.651 -3.179
H 2.619 1.324 -1.562
C -1.254 2.059 -4.385
O -1.526 1.632 -3.109
H -0.186 1.938 -4.571
H -1.777 1.346 -5.022
H -1.461 3.110 -4.588
H -2.368 2.020 -2.860
C 4.946 0.687 1.926
O 5.401 0.119 3.090
H 5.687 1.124 1.257
H 4.301 0.019 1.356
H 4.242 1.465 2.221
H 5.367 0.820 3.744
```

Properties
Lowest unoccupied orbital energy (spin up / spin down): -2.54 / -9.01 eV
Spin multiplicity: 2
⟨S²⟩: 0.75
Total charge: +1

Mulliken atomic charge list, values in e, 5 entries: C -0.739; C 0.623; O -0.179; H -0.229; H 0.326